A 2-piece molecular cluster, C2H9ClSi2 overall. Source: OMol25; level of theory: ωB97M-V/def2-TZVPD.

Computed properties:
charge: 0
LUMO level: 0.337 eV
max |F|: 4.4 eV Å⁻¹
energy relative to the best compared isomer or geometry (same formula, charge and spin): 2.092 eV
Kohn-Sham gap: 0.3262 Ha

Cartesian coordinates (Å):
Si: 0.7839 1.4588 0.0926
H: 2.2130 2.0771 0.0316
Cl: 2.1087 -0.9408 -2.1621
Si: 1.0185 -0.7674 -0.4778
H: -0.6109 0.3516 1.8598
H: -0.0582 2.2557 -0.7100
H: 1.6438 -1.9796 0.3659
H: 0.0882 1.8348 2.5434
H: -1.0504 -2.7950 -1.5880
H: -1.2725 1.8773 1.3287
H: -1.4706 -1.0577 -1.8115
C: -0.4003 1.3761 1.6078
H: -1.7640 -1.8184 -0.0496
C: -1.2292 -1.8726 -1.0308

Force components x, y, z for each atom (eV/Å):
Si 0.8 -0.3 1.4
H -1.1 -0.4 0.5
Cl 0.6 0.1 -1.1
Si -2.4 -3.6 0.2
H -0.2 -0.4 0.1
H -0.5 0.5 -1.5
H -0.6 1.8 -0.3
H -1.0 -0.5 -1.3
H 0.0 0.0 0.8
H -1.4 0.9 -0.2
H -0.2 -1.2 1.5
C 3.3 0.2 1.7
H 0.3 -0.4 -1.3
C 2.2 3.4 -0.4

Mulliken population analysis, charges in e, atoms 1 to 2: Si 0.407; H -0.102

C2H9LiO5 as an isolated structure. Source: OMol25; level of theory: ωB97M-V/def2-TZVPD.

Computed properties:
charge: 0
LUMO level: -0.534 eV
max |F|: 3.5 eV Å⁻¹
energy relative to the best compared isomer or geometry (same formula, charge and spin): 0.019 eV
Kohn-Sham gap: 0.2664 Ha

Cartesian coordinates (Å):
O: -1.7791 -0.7304 -1.5534
C: 2.7589 1.5627 0.0515
O: -2.2017 0.3330 1.1306
H: -0.1066 -2.7248 -0.5695
H: -2.8223 -0.3830 1.2667
Li: -0.6648 -0.2006 0.1264
H: 3.2368 0.9788 -0.7352
O: 0.9855 0.6393 1.2841
H: 3.3825 1.3103 0.9090
H: -0.9477 -2.5690 0.6796
H: -2.3120 0.8952 1.8975
H: 2.9267 2.5946 -0.2572
O: 0.5680 1.1589 -0.7233
H: -1.7931 -1.5384 -2.0665
H: -2.4504 -0.1792 -1.9556
C: 1.3398 1.1454 0.2307
O: -0.1206 -2.2929 0.2847

Force components x, y, z for each atom (eV/Å):
O -0.1 -0.3 0.2
C 1.7 0.1 -0.2
O -0.3 -0.2 -0.1
H 0.2 -0.1 -0.3
H -0.3 -0.1 0.0
Li 1.1 0.6 -0.2
H -0.4 -0.1 -0.4
O -0.4 -1.1 3.2
H -0.3 0.4 0.3
H -0.2 -0.3 0.3
H 0.3 0.3 0.2
H -0.3 0.1 0.2
O -1.6 0.5 -3.0
H 0.1 -0.2 -0.2
H -0.1 0.4 0.0
C 0.8 -0.4 -0.2
O 0.0 0.4 0.1

Mulliken population analysis, charges in e, atoms 1 to 2: O -0.507; C -1.054

A 2-piece molecular cluster, C2H9N overall. Source: OMol25; level of theory: ωB97M-V/def2-TZVPD.

Computed properties:
SMILES: CN.C
charge: 0
LUMO level: 1.075 eV
max |F|: 4.1 eV Å⁻¹
energy relative to the best compared isomer or geometry (same formula, charge and spin): 0.906 eV
Kohn-Sham gap: 0.3662 Ha

Cartesian coordinates (Å):
C: -1.2643 0.5630 0.2801
C: 1.7454 -1.5967 -0.5688
H: -0.2135 2.4711 0.6582
H: -2.2544 0.2561 -0.2065
H: -1.3364 0.0623 1.3156
H: 1.6847 -0.7834 -1.3177
H: 2.5060 -2.3601 -0.7836
H: 0.7653 -2.1422 -0.4496
H: 1.9433 -1.1718 0.4605
H: -1.9728 2.4943 0.6383
H: -0.4274 0.2075 -0.2847
N: -1.1761 2.0000 0.2583

Force components x, y, z for each atom (eV/Å):
C -1.9 -0.6 1.2
C -0.8 -0.2 1.4
H -3.4 -1.9 -1.2
H 1.5 0.4 0.3
H 0.5 0.7 -1.2
H 0.1 -0.7 0.4
H -0.1 0.5 -0.1
H 0.9 0.7 -0.4
H 0.0 -0.3 -1.2
H 0.2 -0.2 0.2
H 0.3 -0.7 -0.2
N 2.9 2.3 0.9

Mulliken population analysis, charges in e, atoms 1 to 2: C -0.365; C -0.958